Entry from the OMol25 dataset: a molecular structure, C40H84F30N11O29S10 at a distorted geometry (wB97M-V/def2-TZVPD).

Element x y z (Å)
C  2.12985  4.30153  19.97328
C  3.47650  4.92914  19.56194
C  3.94099  6.02262  20.57317
O  3.99122  5.37961  21.84108
C  3.72007  6.26336  22.90909
N  4.49686  3.77250  19.52751
H  4.24145  2.93889  19.01765
H  5.38543  4.04271  19.13059
H  4.64066  3.56737  20.50595
H  2.14535  3.79675  20.93922
H  1.70839  3.65257  19.20561
H  1.33661  5.03237  20.13050
H  3.37126  5.27019  18.53204
H  3.22296  6.84109  20.52181
H  4.94145  6.33701  20.27597
H  4.47410  7.04428  23.00761
H  3.68010  5.77258  23.88153
H  2.76969  6.79678  22.89098
C  -3.44349  -7.68874  17.82305
C  -2.32342  -7.66725  16.73509
C  -1.05642  -6.77784  16.97538
O  -0.33847  -6.77968  15.81931
C  0.94210  -6.16966  15.97469
N  -1.86556  -9.15629  16.40317
H  -1.25862  -9.29129  15.60725
H  -1.37622  -9.51259  17.21169
H  -2.73333  -9.65452  16.26594
H  -3.73103  -6.67256  18.09288
H  -3.17779  -8.17973  18.75923
H  -4.31171  -8.28506  17.54252
H  -2.72340  -7.36775  15.76637
H  -0.55896  -7.16059  17.86651
H  -1.34820  -5.76641  17.25820
H  1.45984  -6.52287  16.86647
H  1.02629  -5.08297  15.96353
H  1.49763  -6.36883  15.05828
C  0.15189  -1.89399  16.96912
C  -1.03509  -1.01052  17.27136
C  -0.95958  -0.34497  18.72748
O  0.21451  0.38477  18.92950
C  0.26227  0.98824  20.25178
N  -1.19606  0.13214  16.29417
H  -1.93759  0.79878  16.45483
H  -0.33173  0.65249  16.34192
H  -1.22940  -0.09272  15.31008
H  0.00689  -2.80380  17.55164
H  1.04828  -1.33751  17.24280
H  0.26208  -2.30483  15.96554
H  -1.95394  -1.58334  17.14607
H  -1.00730  -1.03419  19.57056
H  -1.81244  0.31019  18.90496
H  0.04574  0.26506  21.03806
H  -0.37554  1.87214  20.24825
H  1.27653  1.22936  20.56999
C  -3.50506  2.38027  13.82757
O  -4.10727  2.21700  12.52224
C  -5.16602  1.30341  12.47609
C  -5.49313  1.02203  11.05163
N  -5.72302  2.30209  10.30107
H  -4.97265  2.92072  10.57372
H  -5.58841  2.20537  9.30476
C  -7.11085  2.97548  10.35029
C  -6.93788  4.40303  9.77071
O  -6.02006  5.10103  10.57925
C  -5.88381  6.44154  10.26549
H  -2.82281  1.54291  13.97407
H  -4.28483  2.49634  14.58030
H  -2.78304  3.19563  13.87188
H  -5.99511  1.71226  13.05363
H  -4.88608  0.34864  12.92124
H  -6.38081  0.42515  10.84222
H  -4.67296  0.57884  10.48682
H  -7.44471  3.03281  11.38632
H  -7.80727  2.28834  9.86973
H  -7.91438  4.87393  9.88389
H  -6.61637  4.32487  8.73214
H  -4.97065  6.95340  10.56917
H  -6.61967  7.18163  10.57997
H  -5.66965  6.47960  9.19742
C  10.02283  -0.01165  20.56276
O  8.85130  -0.51072  19.84814
C  8.29782  -1.59217  20.66050
C  7.27810  -2.29222  19.75902
N  6.10181  -1.31718  19.20206
H  5.49797  -1.99092  18.75312
H  5.54494  -0.94984  19.96038
C  6.59352  -0.27656  18.09799
C  5.42564  0.20076  17.27992
O  4.47426  0.92997  18.02290
C  3.21240  1.12485  17.36604
H  9.85612  0.35385  21.57603
H  10.35605  0.83528  19.96296
H  10.83278  -0.69437  20.81961
H  7.84467  -1.18631  21.56495
H  9.11287  -2.28841  20.85810
H  6.80081  -3.12915  20.26875
H  7.79372  -2.73960  18.90925
H  7.32182  -0.83953  17.51424
H  7.07763  0.57586  18.57455
H  4.91989  -0.56676  16.69407
H  5.84660  0.83993  16.50381
H  2.86295  0.14586  17.03806
H  3.44703  1.75366  16.50718
H  2.42421  1.52222  18.00554
C  -2.75984  0.49173  22.46218
O  -2.29806  -0.46517  23.39173
C  -1.15377  -1.12099  23.02963
C  -0.89647  -2.28001  23.98550
N  -2.06655  -3.28528  23.95182
H  -2.98296  -2.86107  23.93308
H  -2.07262  -3.68183  23.02295
C  -2.01587  -4.37383  24.99845
C  -3.21514  -5.36824  24.72305
O  -4.40308  -4.74254  25.20059
C  -5.58562  -5.45012  25.02385
H  -1.97762  1.21812  22.24172
H  -3.63835  0.94053  22.92575
H  -3.01416  0.10295  21.47614
H  -0.24192  -0.55621  23.22370
H  -1.17971  -1.55117  22.02844
H  -1.04197  -1.95442  25.01552
H  -0.07692  -2.97178  23.79086
H  -2.12315  -3.90919  25.97861
H  -1.02643  -4.81868  24.89255
H  -2.98919  -6.25840  25.31012
H  -3.36860  -5.63645  23.67777
H  -6.24085  -4.76377  24.48749
H  -6.05025  -5.67840  25.98307
H  -5.44414  -6.37258  24.46068
C  -4.43216  -3.07629  21.38100
F  -3.60405  -2.08147  21.22766
F  -4.76113  -3.29010  22.63431
F  -5.51263  -2.77909  20.63639
S  -3.62903  -4.59076  20.57425
O  -4.54795  -5.63609  20.81623
O  -3.42113  -4.16442  19.15399
N  -2.13863  -4.63659  21.60927
S  -1.30776  -5.48473  20.60093
O  -1.94677  -6.71809  20.22037
O  -0.60671  -4.72260  19.55936
C  0.13140  -6.25711  21.72592
F  -0.42444  -7.00808  22.74788
F  0.84601  -7.03314  20.96161
F  0.89977  -5.34084  22.30214
C  6.87862  -4.52845  16.35126
F  7.17019  -5.52365  15.50807
F  7.81491  -4.45691  17.29900
F  6.74929  -3.38588  15.64096
S  5.29217  -5.05998  17.28561
O  4.41215  -5.48881  16.21197
O  5.71656  -6.16532  18.16441
N  4.87301  -3.58194  18.07262
S  3.37948  -3.80872  18.27887
O  2.63915  -3.61148  17.04998
O  3.00911  -5.05438  18.99727
C  2.92784  -2.46559  19.54712
F  2.89335  -1.27060  18.90357
F  1.75896  -2.73253  20.12385
F  3.93161  -2.51918  20.39534
C  2.98396  -1.48650  23.68593
F  4.14979  -2.09891  24.02333
F  2.43577  -2.26571  22.69951
F  2.04286  -1.43285  24.68478
S  3.38908  0.25844  22.78725
O  4.07515  0.00145  21.51899
O  2.18205  1.05776  22.64177
N  4.43712  1.01721  23.96997
S  5.55797  1.77012  23.17712
O  6.67217  0.91530  22.87368
O  5.04689  2.66003  22.08545
C  6.17304  3.08241  24.45548
F  6.99307  3.86744  23.80205
F  5.09568  3.71445  24.88754
F  6.78765  2.42449  25.47942
C  0.64869  1.29891  13.12061
F  1.42600  1.81592  12.15064
F  1.16734  1.53269  14.35048
F  -0.53852  1.94668  12.94478
S  0.37179  -0.57773  12.77439
O  0.03949  -0.80685  11.34423
O  1.57120  -1.27268  13.25350
N  -1.02252  -0.81816  13.85831
S  -1.95694  -1.75907  13.02631
O  -2.85947  -1.06425  12.18041
O  -1.36089  -2.94367  12.38419
C  -3.14882  -2.56497  14.47109
F  -4.07461  -3.22240  13.87691
F  -2.40475  -3.44405  15.23327
F  -3.65164  -1.58391  15.22906
C  -5.16160  0.53072  17.22467
F  -6.37795  0.48572  17.69610
F  -4.46825  -0.54814  17.64150
F  -5.22392  0.60793  15.90244
S  -4.32657  2.10626  17.89251
O  -5.34722  3.14470  17.76278
O  -4.17288  1.74884  19.31582
N  -2.88598  2.21151  16.99026
S  -2.59299  3.68194  17.16150
O  -3.30951  4.59072  16.28245
O  -2.59171  4.01753  18.60645
C  -0.74933  3.82555  16.57429
F  -0.37988  5.10904  16.61817
F  0.01127  3.05103  17.34935
F  -0.60441  3.47962  15.28888

Output
- orbital gap (spin up / spin down) (eV) = 7.66 / 2.36
- 2S+1 = 2
- lowest unoccupied orbital energy (spin up / spin down) (eV) = -4.52 / -9.82
- E_tot (a.u.) = -11335.46667
- strongest force on any atom (eV/A) = 7.1
- highest occupied orbital energy (spin up / spin down) (eV) = -12.176 / -12.176
- total charge = +2